Entry 1:
The following is a quantum chemistry calculation of C4H9N3O2 in the gas phase, from OMol25.

The calculation puts the highest occupied orbital energy at -9.26 eV. The gap between HOMO and LUMO comes out at 9.964 eV. For the energy relative to the best compared isomer or geometry (same formula, charge and spin), the calculation gives 147.4 kJ/mol.

XYZ file:
```
18
C4H9N3O2, DFT ωB97M-V/def2-TZVPD
C 0.347 -1.543 2.025
C 1.126 0.988 -1.804
N 0.083 -0.569 0.994
N 0.111 0.933 -0.742
C 0.821 0.455 0.726
C -0.976 -0.238 -0.725
N -2.195 0.286 -0.267
O 1.740 1.116 1.136
O -0.904 -1.071 -1.596
H -0.361 1.835 -0.701
H -2.174 0.576 0.701
H -2.952 -0.354 -0.463
H -0.471 -1.585 2.748
H 1.267 -1.309 2.567
H 0.459 -2.535 1.581
H 0.702 1.390 -2.721
H 1.458 -0.034 -1.976
H 1.921 1.661 -1.483
```

Mulliken population analysis, charges in e, atoms 1 to 5: -0.9852 -0.8838 -0.2257 -0.0909 0.5351

Entry 2:
The following is a quantum chemistry calculation of C23H30N2O5 in the gas phase, from OMol25.

The calculation puts the highest occupied orbital energy at -8.11 eV. The gap between HOMO and LUMO comes out at 8.895 eV. For the energy relative to the best compared isomer or geometry (same formula, charge and spin), the calculation gives 86.6 kJ/mol.

XYZ file:
```
60
C23H30N2O5, DFT ωB97M-V/def2-TZVPD
C 0.128 4.735 -1.223
H -0.142 4.095 -2.068
O 0.920 4.049 -0.285
C 0.406 2.924 0.304
C -0.889 2.475 0.077
C -1.386 1.360 0.737
C -0.581 0.666 1.634
C 0.730 1.066 1.832
C 1.244 2.200 1.168
O 2.541 2.487 1.465
C 3.351 3.155 0.523
H 4.373 3.016 0.877
H 3.250 2.717 -0.473
H 3.123 4.221 0.474
O 1.618 0.408 2.623
C 1.173 -0.731 3.324
H 0.783 -1.503 2.654
H 0.403 -0.473 4.058
H 2.051 -1.112 3.843
H -0.941 -0.233 2.106
C -2.716 0.833 0.342
O -3.131 0.915 -0.803
N -3.437 0.236 1.326
H -3.016 0.140 2.237
C -4.495 -0.691 0.998
H -4.749 -0.496 -0.047
C -4.027 -2.146 1.192
C -2.542 -2.245 0.852
O -1.693 -2.340 1.721
N -2.251 -2.157 -0.454
H -2.992 -2.054 -1.129
C -0.884 -2.099 -0.951
C -0.438 -3.495 -1.387
H 0.594 -3.468 -1.725
H -0.513 -4.185 -0.551
H -1.066 -3.858 -2.198
C -0.774 -1.069 -2.083
H -0.816 -1.583 -3.046
H -1.621 -0.382 -2.028
C 0.506 -0.226 -2.003
C 1.757 -1.057 -1.989
C 2.183 -1.712 -3.139
C 3.320 -2.499 -3.125
C 4.052 -2.638 -1.957
C 3.643 -1.982 -0.810
C 2.504 -1.196 -0.827
H 2.198 -0.679 0.071
H 4.213 -2.079 0.103
H 4.940 -3.253 -1.945
H 3.638 -3.003 -4.026
H 1.617 -1.603 -4.054
H 0.523 0.445 -2.866
H 0.467 0.386 -1.100
H -0.271 -1.784 -0.100
H -4.140 -2.441 2.236
H -4.616 -2.820 0.570
H -5.374 -0.489 1.618
H -1.542 2.978 -0.617
H 0.747 5.558 -1.578
H -0.780 5.139 -0.766
```

Mulliken population analysis, charges in e, atoms 1 to 5: -0.9400 0.3535 -0.4451 0.9272 -0.2148

Entry 3:
The following is a quantum chemistry calculation of C6H10O in the gas phase, from OMol25.

The calculation puts the highest occupied orbital energy at -9.35 eV. The gap between HOMO and LUMO comes out at 10.266 eV. For the energy relative to the best compared isomer or geometry (same formula, charge and spin), the calculation gives 247.9 kJ/mol.

XYZ file:
```
17
C6H10O, DFT ωB97M-V/def2-TZVPD
C -1.631 0.988 -0.253
C -0.310 0.693 -0.934
C 0.998 0.892 -0.091
C 1.058 -0.640 0.162
O 2.216 -1.387 0.207
C -0.123 -1.003 0.951
C -0.119 -0.791 -0.709
H -2.431 0.393 -0.716
H -1.920 2.041 -0.240
H -1.481 0.485 0.712
H -0.256 1.106 -1.953
H 0.909 1.556 0.778
H 1.851 1.185 -0.705
H 2.358 -1.524 1.151
H -0.387 -2.028 1.166
H -0.283 -0.376 1.854
H -0.450 -1.590 -1.380
```

Mulliken population analysis, charges in e, atoms 1 to 5: -1.1070 0.0012 -0.7754 0.7080 -0.5368

Entry 4:
The following is a quantum chemistry calculation of a 2-piece molecular cluster, C3H8N2 overall, from OMol25.

The calculation puts the highest occupied orbital energy at -8.12 eV. The gap between HOMO and LUMO comes out at 9.383 eV. For the energy relative to the best compared isomer or geometry (same formula, charge and spin), the calculation gives 489.0 kJ/mol.

XYZ file:
```
13
C3H8N2, DFT ωB97M-V/def2-TZVPD
C 1.345 0.365 0.228
C -0.151 -0.177 0.283
C -1.293 0.604 -0.377
N 1.672 -0.978 -0.207
N 0.234 -1.394 -0.437
H 1.616 1.139 -0.641
H 1.685 0.688 1.214
H -0.324 -0.357 1.791
H -1.817 -0.044 -1.060
H -0.793 1.242 -1.127
H -1.946 1.058 0.362
H 2.375 -1.055 -0.959
H 0.128 -2.298 -0.013
```

Mulliken population analysis, charges in e, atoms 1 to 5: -0.3971 0.3457 -1.2011 -0.3717 -0.4796

Entry 5:
The following is a quantum chemistry calculation of C4H5N3 in the gas phase, from OMol25.

The calculation puts the highest occupied orbital energy at -10.10 eV. The gap between HOMO and LUMO comes out at 10.668 eV. For the energy relative to the best compared isomer or geometry (same formula, charge and spin), the calculation gives 225.4 kJ/mol.

XYZ file:
```
12
C4H5N3, DFT ωB97M-V/def2-TZVPD
C -1.754 0.052 0.153
N -0.453 -0.507 -0.329
C 0.840 -0.330 0.262
C 1.859 -0.769 -0.736
N 2.649 -1.126 -1.501
C 1.129 1.070 0.673
N 1.267 2.171 1.016
H -2.614 -0.512 -0.110
H -1.894 0.990 -0.390
H -1.671 0.313 1.234
H -0.350 -0.373 -1.321
H 1.069 -0.972 1.131
```

Mulliken population analysis, charges in e, atoms 1 to 5: -0.8297 -0.3440 0.5649 -0.0880 -0.3783

Entry 6:
The following is a quantum chemistry calculation of a 2-piece molecular cluster, CH5OS overall, from OMol25.

Its total charge is -1. The calculation puts the highest occupied orbital energy at -2.56 eV. The gap between HOMO and LUMO comes out at 6.962 eV. For the energy relative to the best compared isomer or geometry (same formula, charge and spin), the calculation gives 45.8 kJ/mol.

XYZ file:
```
8
CH5OS, DFT ωB97M-V/def2-TZVPD
O 1.330 0.188 2.007
H 0.557 0.102 1.275
C -0.338 0.236 -1.882
S -0.628 -0.315 -0.102
H 0.684 0.574 -2.103
H -1.021 1.081 -1.956
H -0.758 -0.520 -2.555
H 1.847 1.001 1.980
```

Mulliken population analysis, charges in e, atoms 1 to 5: -0.6955 0.2225 -0.6829 -0.6563 0.2218

Values of E, in order: -472.5375; -1380.1579; -309.7479; -228.4624; -319.6264; -514.5394, all in Ha.